1.
C5H7NO | the ωB97M-V functional and the def2-TZVPD basis

The geometry in XYZ format:
```
14
Properties=species:S:1:pos:R:3:forces:R:3:nbo_charge:R:1
C 2.03384 -0.05348 -0.35403 0.120 0.122 -0.120 -0.729
C 0.77440 -0.30469 0.43239 -0.048 -0.162 0.266 0.618
O 0.79308 -0.83812 1.51293 -0.117 0.177 -0.320 -0.512
C -0.56476 0.09288 -0.23491 -0.024 -0.141 -0.060 -0.424
C -1.77024 -0.59241 0.40476 -0.101 -0.092 0.108 -0.590
C -0.73698 1.54872 -0.27063 -0.154 0.944 0.040 0.285
N -0.94566 2.68536 -0.30177 0.292 -0.976 0.038 -0.308
H 2.54994 -1.00554 -0.51338 -0.097 0.108 0.072 0.250
H 2.69504 0.58619 0.23525 -0.041 -0.058 -0.063 0.254
H 1.84277 0.41373 -1.32173 0.019 0.007 0.113 0.221
H -0.47569 -0.22013 -1.28036 -0.032 0.007 -0.018 0.252
H -1.78402 -0.44328 1.48409 0.092 0.041 -0.072 0.237
H -2.70432 -0.20328 -0.00685 0.152 -0.081 -0.035 0.225
H -1.70739 -1.66595 0.21422 -0.062 0.103 0.050 0.221
```
Forces are in eV/Å.

Calculated values
- energy relative to the best compared isomer or geometry (same formula, charge and spin) (kJ/mol) = 53.7
- charge = 0
- max |F| (hartree/bohr) = 0.020
- M (g/mol) = 97.1
- LUMO level (eV) = 0.68
- gap between HOMO and LUMO (eV) = 11.010



2.
C3H4O3 | the ωB97M-V functional and the def2-TZVPD basis

The geometry in XYZ format:
```
10
Properties=species:S:1:pos:R:3:forces:R:3:nbo_charge:R:1
C 1.86780 0.55031 -0.08185 -2.077 0.950 0.234 0.327
C 0.30955 0.64864 0.23514 -0.452 -0.219 -0.082 -0.703
C -0.95385 -0.31409 0.00448 2.616 0.281 0.094 0.796
O 2.34752 -0.60737 -0.26649 0.536 -1.543 -0.247 -0.628
O -1.96877 0.39276 -0.46986 -0.594 0.444 -0.241 -0.675
O -0.97587 -1.49488 0.23090 -0.066 -0.030 -0.042 -0.611
H 0.37616 0.74499 1.32888 -0.061 0.111 -0.002 0.262
H -0.00034 1.62934 -0.13147 0.174 -0.058 0.120 0.246
H -2.75458 -0.16272 -0.59911 0.220 -0.171 0.114 0.501
H 1.75237 -1.38698 -0.25063 -0.297 0.235 0.052 0.485
```
Forces are in eV/Å.

Calculated values
- energy relative to the best compared isomer or geometry (same formula, charge and spin) (kJ/mol) = 304.3
- charge = 0
- max |F| (hartree/bohr) = 0.051
- M (g/mol) = 88.1
- LUMO level (eV) = 0.53
- gap between HOMO and LUMO (eV) = 9.274



3.
C2H4NO3P | the ωB97M-V functional and the def2-TZVPD basis

The geometry in XYZ format:
```
11
Properties=species:S:1:pos:R:3:forces:R:3:nbo_charge:R:1
O 1.42334 0.47177 2.97320 1.061 2.532 2.239 -0.502
C 1.04084 -0.32615 2.27478 -0.953 -2.548 -2.261 1.037
O 0.71190 -1.17421 1.55180 -0.079 -0.022 0.031 -0.537
C 0.89137 -0.21514 -1.74096 7.198 1.120 1.079 -0.014
N -0.21536 -0.60914 -1.80366 -8.162 -0.557 0.114 -0.624
H 1.10068 0.72750 -1.14209 0.208 -0.970 -0.936 0.158
H 1.70530 -0.91060 -2.09065 0.166 1.277 0.163 0.136
H -0.47922 -1.44926 -2.27227 0.479 -0.734 -0.334 0.352
O -1.10075 1.15291 1.38340 1.117 0.290 0.606 -0.992
P -2.00082 1.71255 0.36957 -1.440 -1.563 -0.095 1.155
H -3.07729 0.61976 0.49688 0.405 1.175 -0.608 -0.169
```
Forces are in eV/Å.

Calculated values
- energy relative to the best compared isomer or geometry (same formula, charge and spin) (kJ/mol) = 299.4
- charge = 0
- max |F| (hartree/bohr) = 0.159
- M (g/mol) = 121.0
- LUMO level (eV) = -0.82
- gap between HOMO and LUMO (eV) = 8.774



4.
C48H132N12O12 | the ωB97M-V functional and the def2-TZVPD basis

The geometry in XYZ format:
```
204
Properties=species:S:1:pos:R:3:forces:R:3:mulliken_charge:R:1
C 3.32060 6.18500 1.97586 -0.943 0.130 -0.105 -0.622
O 2.15911 6.09733 2.85344 0.165 0.942 -1.316 -0.415
C 0.97082 5.86371 2.05310 -0.608 -1.010 0.810 -0.138
C -0.38701 6.47477 2.55587 1.584 0.053 0.909 1.392
C -1.55746 6.06144 1.73326 -0.920 -0.799 -1.138 -1.112
N -0.39802 7.88886 2.60499 0.277 3.078 0.188 -0.545
H 4.25070 6.37242 2.51241 -0.284 -0.652 0.440 0.338
H 3.29819 7.00455 1.25758 -0.652 0.562 0.122 0.305
H 3.32143 5.32239 1.30951 0.504 -0.516 0.355 0.176
H 1.13021 6.10703 1.00263 0.028 0.469 -0.071 -0.231
H 0.81238 4.78555 2.07663 0.020 -0.388 -0.185 0.272
H -0.60244 6.15396 3.57507 0.447 -0.200 0.216 -0.534
H -1.26421 5.98097 0.68653 -0.228 -0.108 -0.207 -0.165
H -2.37457 6.78115 1.78254 0.347 0.347 0.082 0.566
H -2.05561 5.14495 2.04945 0.458 -0.411 -0.015 0.286
H 0.12673 8.39541 3.30366 0.108 -0.905 0.852 0.257
H -0.05715 8.40634 1.80742 -0.333 -0.644 -0.947 0.177
C -0.97306 2.62147 0.50267 -1.402 -1.174 -1.087 -0.600
O -0.34356 1.34985 0.21426 0.647 0.416 1.516 0.014
C -0.47704 0.36791 1.28230 -0.338 0.488 -1.520 -1.229
C 0.29054 -0.92833 0.83344 -2.198 0.373 -1.567 1.419
C -0.27923 -1.53991 -0.53087 0.919 0.711 0.235 -1.311
N 0.07090 -2.01657 1.77032 0.521 0.677 0.804 -0.619
H -0.69203 3.42494 -0.17816 0.786 -0.374 0.000 -0.180
H -1.01009 3.02626 1.51405 0.634 -0.529 0.306 0.383
H -1.99868 2.40104 0.20670 -0.612 0.489 0.327 0.323
H -0.24478 0.82430 2.24453 1.273 -0.071 0.224 0.564
H -1.52376 0.16493 1.50878 -0.608 -0.471 -0.723 0.626
H 1.33097 -0.62647 0.71307 0.151 -0.480 0.022 -0.652
H -1.23047 -2.06447 -0.44093 -0.195 0.286 0.557 0.331
H 0.40918 -2.31638 -0.86447 0.238 0.009 0.094 0.386
H -0.38604 -0.83846 -1.35832 0.111 0.294 0.216 0.048
H -0.91764 -2.21825 1.72324 -0.240 -0.346 -0.218 -0.041
H 0.14413 -1.55845 2.66747 0.333 -0.414 0.787 0.367
C 2.08714 -1.81686 -3.46641 1.583 0.339 -0.343 -0.955
O 2.94337 -1.83843 -4.67787 -1.665 0.832 1.075 0.086
C 4.28474 -2.18297 -4.46835 0.463 -0.297 0.429 -0.798
C 5.01635 -2.47232 -5.79497 -1.144 1.062 1.063 0.191
C 5.26178 -1.18053 -6.63979 0.040 -0.244 -0.244 -1.296
N 4.29536 -3.52821 -6.49224 1.140 0.302 -0.899 -0.731
H 1.68506 -2.79097 -3.18796 -0.465 -0.114 -0.803 0.488
H 1.38008 -0.99006 -3.53388 -0.351 -0.480 -0.550 -0.234
H 2.61869 -1.57141 -2.54700 0.827 0.274 -0.137 0.613
H 4.87394 -1.43543 -3.93718 -0.241 0.557 0.279 0.360
H 4.25168 -3.05780 -3.81897 0.522 -0.497 -0.037 0.452
H 6.02335 -2.76703 -5.49966 -0.113 -0.602 -0.015 0.408
H 6.30291 -1.23308 -6.95822 -0.230 -0.092 -0.789 0.344
H 5.22811 -0.18233 -6.20325 -0.308 -0.316 1.086 0.302
H 4.55344 -1.06430 -7.46005 0.254 -0.479 -0.335 0.286
H 4.29222 -4.37140 -5.93624 -0.283 0.023 -0.034 0.293
H 3.35801 -3.22622 -6.71644 -0.181 -0.189 0.260 0.235
C -2.14506 8.12298 5.66775 0.933 1.121 -1.903 -0.564
O -2.52575 7.21226 6.60444 0.153 -1.920 1.705 -0.393
C -1.79000 5.94642 6.47057 -0.426 2.179 -1.169 -0.470
C -1.84898 5.09720 7.65060 -0.711 -2.287 2.738 0.390
C -1.26198 5.54131 9.00006 -0.929 1.684 -1.353 -1.388
N -1.25867 3.81677 7.33294 0.085 -1.078 -1.385 -0.573
H -2.22783 7.73357 4.65306 0.004 -0.199 -0.282 0.133
H -1.11379 8.45899 5.77582 0.514 -0.216 0.178 0.278
H -2.68238 9.07066 5.63169 -0.713 -0.304 0.707 0.352
H -2.27226 5.39068 5.66640 0.244 -0.038 -0.319 0.332
H -0.74517 6.14268 6.22988 0.223 0.296 -0.298 0.309
H -2.90187 4.84857 7.78370 -0.334 0.309 0.312 0.163
H -0.19360 5.66066 8.81999 0.106 -0.093 0.642 0.317
H -1.56347 4.90497 9.83209 0.397 -0.265 -0.267 0.399
H -1.72329 6.51312 9.17575 0.325 0.333 0.452 0.317
H -0.38366 3.83368 6.82877 0.087 0.143 0.223 0.194
H -1.23471 3.14094 8.08312 0.040 0.326 0.000 0.220
C -5.30134 1.68469 -5.06503 1.740 -0.032 0.474 -0.574
O -6.02786 1.89505 -3.87697 -0.455 -0.820 1.142 -0.403
C -5.25919 1.75222 -2.61323 -0.379 2.342 -0.030 -0.304
C -6.30966 1.83296 -1.40235 0.659 1.046 -2.180 0.451
C -5.85070 2.15913 0.07879 -0.728 -1.214 -1.441 -1.310
N -7.05782 0.61030 -1.59919 -0.277 -0.859 2.015 -0.727
H -4.37920 2.26026 -4.98463 0.344 0.179 -0.200 0.143
H -5.73836 1.98204 -6.01829 -0.918 0.261 0.584 0.287
H -4.97273 0.65449 -5.20211 -0.160 -0.377 0.202 0.288
H -4.59551 0.89044 -2.54265 -0.443 -0.581 -0.262 0.318
H -4.58304 2.60676 -2.63906 0.225 0.333 0.235 0.063
H -6.99844 2.63551 -1.66617 0.139 0.261 -0.186 0.269
H -5.07768 1.45587 0.38857 0.155 0.204 0.234 0.217
H -6.74204 1.99225 0.68357 0.012 -0.255 0.087 0.378
H -5.59120 3.19957 0.27438 0.381 -0.114 -0.518 0.365
H -6.42074 -0.08953 -1.24638 -0.265 -0.777 0.020 0.192
H -7.21275 0.39222 -2.57312 0.066 0.411 -0.162 0.341
C 3.18454 2.69245 -2.95810 -0.568 0.465 0.111 -0.578
O 2.00705 3.27078 -3.54520 0.801 -0.823 0.210 -0.151
C 1.64356 2.63110 -4.76311 0.248 0.516 -0.410 -0.646
C 0.13836 2.73446 -4.88333 -1.419 -0.199 1.011 1.301
C -0.61020 1.92162 -3.79862 0.551 0.806 1.094 -0.125
N -0.42733 2.38298 -6.14558 0.136 -0.085 -1.215 -0.747
H 2.97569 1.62288 -2.93599 0.753 -0.129 0.208 0.211
H 3.36678 3.09621 -1.96218 -0.761 -0.153 0.267 0.028
H 4.10944 2.99751 -3.44760 -0.018 -0.439 -0.824 0.393
H 2.23496 3.06745 -5.56806 -0.492 1.011 -0.490 0.389
H 1.98090 1.61667 -4.97578 -0.134 -0.827 1.283 0.121
H -0.18876 3.74076 -4.62168 0.394 0.377 -0.469 -0.424
H -0.57051 2.56621 -2.92053 0.412 -0.353 0.550 -0.233
H -0.15791 0.96581 -3.53415 -0.014 -0.104 -0.150 -0.478
H -1.69164 1.82623 -3.89598 0.096 -0.186 -0.925 0.467
H -0.04162 2.97092 -6.87060 -0.005 0.316 -0.242 0.327
H -0.08253 1.46619 -6.39194 0.013 -0.536 -0.108 0.113
C -1.08853 -6.19478 4.35825 -0.424 -1.273 -1.589 -0.393
O -2.15715 -7.14586 4.49538 -1.007 1.655 0.264 -0.300
C -2.02554 -8.52500 4.32157 1.378 -0.371 -0.861 -0.759
C -1.99290 -9.05175 2.80383 -1.394 -0.302 1.505 0.750
C -3.35627 -9.00486 2.14479 -0.010 0.407 0.438 -1.332
N -1.60497 -10.49471 2.88516 0.978 1.479 0.037 -0.754
H -0.55508 -6.45758 3.44476 0.896 -0.327 0.237 0.233
H -0.45443 -6.09925 5.23967 -0.051 -0.096 -0.038 0.392
H -1.49225 -5.24570 4.00558 -0.446 0.134 0.817 -0.078
H -1.11145 -8.84515 4.82161 0.535 -0.238 -0.171 0.325
H -2.78981 -8.98203 4.95017 -0.463 -0.106 -0.591 0.258
H -1.34815 -8.41500 2.19807 0.561 -0.025 0.214 0.210
H -3.22822 -9.18131 1.07681 -0.322 -0.142 -0.031 0.391
H -3.82001 -8.02997 2.29521 -0.009 0.091 -0.147 0.136
H -3.99202 -9.75186 2.62007 -0.088 -0.102 -0.253 0.399
H -0.63110 -10.39171 3.13227 0.516 -0.620 0.653 0.246
H -1.48817 -10.86707 1.95359 -0.547 -0.101 -0.485 0.295
C -4.17146 -1.42100 5.28631 0.608 -0.572 -0.931 -0.762
O -3.98833 -1.52362 3.84404 -0.805 0.708 0.988 -0.317
C -3.41678 -2.75916 3.45342 -1.160 -0.254 -0.648 0.026
C -4.35352 -3.54120 2.45900 -0.308 0.707 1.200 0.734
C -3.95222 -4.97912 2.30260 -0.685 -0.746 -0.303 -1.625
N -4.48663 -2.87389 1.17805 1.058 0.111 0.138 -0.665
H -3.21741 -1.69498 5.73669 0.113 0.274 0.309 0.332
H -4.89687 -2.14136 5.66440 -0.290 -0.059 -0.206 0.296
H -4.46864 -0.41893 5.59559 0.094 -0.022 -0.448 0.244
H -2.46344 -2.50391 2.99074 0.233 -0.482 0.048 -0.595
H -3.33785 -3.36828 4.35388 0.512 -0.318 -0.150 0.660
H -5.33354 -3.52703 2.93593 -0.173 0.015 0.559 0.156
H -3.42282 -5.08138 1.35529 1.006 -0.282 0.510 0.378
H -4.78792 -5.66450 2.16125 -0.716 0.404 -0.297 0.464
H -3.59198 -5.42333 3.23050 1.065 0.179 -0.306 0.363
H -4.86938 -1.95514 1.34983 -0.320 -0.001 -0.422 0.179
H -5.03537 -3.43687 0.54399 -0.274 0.331 -0.017 0.225
C -2.55174 5.23086 -1.93182 1.124 0.110 0.180 -0.724
O -1.44697 6.20078 -1.71680 -0.981 -1.572 -0.744 -0.440
C -0.22536 5.65725 -2.30203 -1.369 -0.141 0.879 0.494
C 0.94122 6.65154 -2.28233 0.072 -0.532 -1.697 0.318
C 0.70616 7.63133 -3.37419 -1.614 2.682 -0.508 -1.726
N 2.20712 6.06034 -2.64825 0.979 -0.672 1.275 -0.723
H -2.75255 4.97859 -2.97305 -0.180 1.140 -0.527 0.546
H -3.44788 5.50335 -1.37435 0.225 0.519 -0.251 0.395
H -2.33323 4.20407 -1.63852 0.747 -0.031 0.948 0.025
H -0.07110 4.70624 -1.79222 0.736 -0.048 0.257 -0.279
H -0.46531 5.37221 -3.32638 0.237 0.189 -0.349 0.093
H 1.09260 7.16038 -1.33035 -0.410 -0.023 0.081 0.302
H 1.45463 8.41285 -3.50499 0.307 -0.139 0.592 0.412
H -0.22373 8.14723 -3.13488 -0.230 0.372 -0.052 0.354
H 0.53542 7.32852 -4.40727 0.158 -1.148 0.172 0.307
H 2.12940 5.29890 -3.30725 -0.300 -0.085 -0.191 0.360
H 2.55546 5.63794 -1.79951 0.516 -0.395 0.013 0.223
C 5.60283 -1.38769 3.93330 -1.362 0.754 -0.903 -0.796
O 5.23088 -0.84637 2.61764 0.876 -1.222 1.097 -0.336
C 4.25237 0.14824 2.61610 0.280 0.297 -0.552 -0.623
C 4.01537 0.68208 1.15977 1.687 -0.654 1.023 0.337
C 5.28351 1.40250 0.71532 -0.396 -1.253 -0.936 -1.597
N 2.99819 1.67578 1.15782 -0.583 0.222 0.139 -0.073
H 5.84138 -0.62804 4.67768 0.694 0.501 -0.393 0.321
H 6.40067 -2.11700 3.79302 -0.177 0.220 -0.023 0.245
H 4.71907 -1.81718 4.40511 -0.144 -0.680 -0.289 0.323
H 3.33191 -0.13025 3.12924 -0.408 -0.529 -0.154 0.472
H 4.63443 0.98485 3.20108 0.038 0.573 0.111 0.352
H 3.81585 -0.10134 0.42864 -0.206 -0.316 0.269 0.269
H 6.09658 0.68114 0.63371 0.285 0.288 0.478 0.384
H 5.47422 2.24739 1.37705 0.307 0.030 -0.233 0.446
H 5.05946 1.67061 -0.31716 0.265 0.741 0.042 0.221
H 2.17635 1.26675 1.57898 -0.517 0.320 0.051 -0.101
H 3.39165 2.33088 1.81823 -0.654 0.794 0.217 0.218
C 4.27003 -9.97301 2.06288 -0.669 -0.052 0.082 -0.828
O 3.45280 -8.81599 2.39040 0.993 -1.233 0.075 -0.255
C 3.98923 -8.01629 3.42767 -1.658 1.936 -0.795 -0.674
C 3.07940 -6.72326 3.69200 0.044 -0.813 1.045 0.814
C 2.83717 -5.80211 2.48604 0.262 0.049 -0.261 -1.473
N 3.63152 -6.11567 4.95422 -0.032 0.630 -1.751 -0.740
H 5.27645 -9.76866 1.69757 -0.041 0.645 -0.140 0.325
H 3.74445 -10.57093 1.31831 -0.127 0.468 -0.246 0.258
H 4.41335 -10.69460 2.86716 -0.203 0.352 0.712 0.336
H 4.08587 -8.51853 4.39023 0.115 -0.425 -0.121 0.310
H 4.92581 -7.56096 3.10582 0.547 -0.314 0.102 0.336
H 2.07622 -6.94047 4.05879 -0.160 -0.927 -0.491 -0.063
H 3.68405 -5.34572 1.97360 0.607 -0.041 0.536 0.381
H 2.15460 -4.97891 2.69706 -0.023 -0.075 0.365 0.388
H 2.38516 -6.35629 1.66344 -0.234 -0.406 0.257 0.330
H 4.54586 -5.77851 4.68889 0.435 0.227 0.470 0.286
H 3.75747 -6.86795 5.61629 0.082 0.002 0.160 0.265
C -0.43438 -3.45878 -5.68654 -0.072 0.587 0.813 -0.595
O 0.54974 -3.47603 -6.67647 1.437 0.430 -0.248 -0.279
C 0.35244 -2.69972 -7.86591 -2.144 1.299 0.821 -0.796
C -0.05539 -1.12677 -7.64960 1.041 -2.104 -0.687 0.394
C -0.34301 -0.42073 -8.94387 -1.527 1.020 -0.778 -1.575
N 1.11094 -0.47926 -7.10944 0.454 0.294 0.719 -0.184
H -0.06973 -3.96390 -4.79213 0.348 -0.418 -0.304 0.248
H -1.38852 -3.92293 -5.93608 -0.093 0.001 -0.495 0.338
H -0.60522 -2.45400 -5.30010 -0.308 0.332 -0.260 0.129
H 1.26486 -2.55294 -8.44388 0.238 -0.861 0.225 0.254
H -0.39034 -3.30290 -8.38799 -0.180 0.531 -0.788 0.439
H -0.88655 -0.94479 -6.96831 -0.150 -0.474 -0.053 0.352
H -0.77420 0.53232 -8.63747 -0.433 0.123 -0.058 0.408
H -1.06819 -0.89615 -9.60431 -0.164 -0.218 0.244 0.394
H 0.42504 -0.04207 -9.61828 0.912 -0.785 0.365 0.377
H 1.53802 -1.12495 -6.46077 0.385 0.091 0.591 -0.132
H 1.76712 -0.39581 -7.87271 0.328 0.195 -0.019 0.264
```
Forces are in eV/Å.

Calculated values
- energy relative to the best compared isomer or geometry (same formula, charge and spin) (kJ/mol) = 845.7
- charge = 0
- max |F| (hartree/bohr) = 0.071
- M (g/mol) = 1069.7
- LUMO level (eV) = 0.33
- gap between HOMO and LUMO (eV) = 9.231